Record 1
C56H50N8O3P2SY as an isolated structure. Source: the Open Molecules 2025 dataset; level of theory: ωB97M-V with the def2-TZVPD basis set.

The geometry in XYZ format:
```
121
Properties=species:S:1:pos:R:3:forces:R:3:mulliken_charge:R:1
Y -0.328 1.420 0.338 0.074 -0.565 -0.463 0.19
O -5.686 2.671 0.202 -0.324 -0.231 -0.072 -0.72
C -5.716 1.392 0.604 -0.125 0.092 -0.215 0.29
C -6.908 0.682 0.416 0.119 0.081 0.015 -0.51
C -6.993 -0.648 0.768 -0.018 -0.012 0.018 -0.52
C -5.897 -1.309 1.327 -0.021 0.072 -0.012 -0.83
C -4.720 -0.612 1.506 0.075 0.009 0.043 -0.36
C -4.601 0.732 1.139 -0.007 0.023 -0.042 0.27
C -3.269 1.373 1.185 -0.069 -0.117 0.082 0.60
O -2.245 0.613 1.368 0.166 0.132 0.098 0.62
N -3.195 2.664 0.963 0.260 -0.036 0.024 -1.23
N -1.849 3.047 1.006 -0.234 0.557 0.018 0.51
C -1.602 4.225 1.447 0.084 -0.118 -0.004 -0.46
C -0.269 4.693 1.788 -0.155 0.111 -0.024 0.29
C -0.109 6.063 2.042 0.121 -0.013 0.055 -0.75
C 1.080 6.574 2.514 -0.073 -0.056 -0.040 -0.94
C 2.126 5.692 2.787 0.051 -0.017 0.021 -0.59
C 1.992 4.338 2.568 -0.065 0.072 0.002 -0.61
C 0.806 3.804 2.041 -0.059 -0.186 -0.076 0.49
O 0.709 2.512 1.800 0.117 0.281 0.376 -0.20
H -4.780 3.015 0.362 0.210 0.157 0.148 0.47
H -7.748 1.208 -0.013 -0.065 0.035 -0.029 0.48
H -7.927 -1.174 0.624 -0.047 -0.042 -0.011 0.41
H -5.977 -2.340 1.636 0.007 -0.083 0.013 0.47
H -3.851 -1.097 1.931 0.048 -0.035 0.000 0.52
H -2.446 4.884 1.659 0.023 -0.008 0.012 0.43
H -0.949 6.721 1.866 -0.059 0.055 -0.009 0.46
H 1.190 7.631 2.697 0.007 0.060 0.008 0.41
H 3.055 6.073 3.189 0.032 0.020 0.014 0.45
H 2.793 3.653 2.809 0.036 -0.043 0.008 0.49
N -4.112 -0.467 -1.796 0.153 -0.094 0.093 0.51
C -2.924 -0.320 -1.213 -0.008 -0.100 0.019 -1.93
N -2.045 0.600 -1.488 -0.037 -0.008 0.206 1.16
C -2.386 1.561 -2.424 -0.281 -0.008 -0.183 0.07
N -1.622 2.562 -2.690 0.374 -0.046 0.251 -1.59
N -0.456 2.562 -1.919 -0.078 0.388 -0.478 1.65
C 0.450 3.308 -2.427 -0.078 -0.129 0.145 -0.60
C 1.758 3.438 -1.777 -0.162 0.005 -0.114 0.36
C 2.705 4.331 -2.254 0.086 -0.098 0.120 -1.01
C 3.924 4.410 -1.592 -0.063 -0.050 0.020 -0.78
C 4.132 3.605 -0.486 -0.030 -0.029 0.013 -1.44
C 3.116 2.747 -0.079 0.068 0.010 -0.026 -0.30
N 1.959 2.648 -0.716 -0.182 0.059 0.028 1.03
C -3.674 1.458 -3.120 0.094 0.147 -0.029 0.53
C -4.080 2.380 -4.089 -0.029 -0.051 0.025 -0.51
C -5.323 2.267 -4.673 -0.019 -0.050 0.037 -0.82
C -6.188 1.237 -4.293 0.111 0.033 0.026 -0.58
C -5.807 0.317 -3.341 0.022 0.112 -0.094 -0.91
C -4.544 0.435 -2.768 -0.106 -0.163 0.116 -0.25
H -4.757 -1.134 -1.388 -0.002 0.115 -0.071 0.40
H -2.697 -1.017 -0.418 -0.017 -0.016 0.026 0.72
H 0.249 3.842 -3.354 0.015 -0.012 0.040 0.39
H 2.492 4.948 -3.114 -0.034 0.020 -0.035 0.56
H 4.690 5.093 -1.929 0.018 0.021 -0.014 0.45
H 5.060 3.637 0.067 0.016 0.010 0.004 0.56
H 3.229 2.121 0.797 -0.001 -0.003 0.005 0.77
H -3.408 3.179 -4.357 0.056 0.046 -0.014 0.51
H -5.632 2.982 -5.419 -0.029 0.033 -0.039 0.44
H -7.164 1.161 -4.747 -0.083 -0.006 -0.038 0.44
H -6.474 -0.477 -3.035 -0.015 -0.061 0.040 0.50
C 5.662 -5.178 1.020 0.100 0.069 -0.069 -0.69
S 4.213 -6.175 1.400 -0.011 -0.046 0.072 -0.13
C 3.004 -5.376 0.328 -0.037 0.017 -0.130 -1.05
C 2.615 -3.972 0.761 0.033 0.026 0.088 0.60
C 1.576 -3.371 -0.171 -0.017 -0.021 -0.039 -1.30
N 1.225 -1.982 0.145 -0.078 -0.138 -0.154 0.85
P 1.843 -0.626 -0.653 0.054 0.193 0.065 1.15
C 3.635 -0.914 -0.686 0.022 -0.143 -0.160 1.11
C 4.255 -1.601 -1.728 0.016 0.022 0.045 -0.78
C 5.601 -1.930 -1.649 -0.034 0.019 -0.009 -0.81
C 6.337 -1.572 -0.531 0.006 0.000 0.013 -0.75
C 5.730 -0.880 0.508 0.027 -0.005 -0.013 -1.17
C 4.387 -0.552 0.429 -0.008 0.055 0.043 -0.11
C 1.323 -0.743 -2.387 0.015 -0.054 -0.029 0.71
C 1.848 0.160 -3.314 0.010 0.028 0.022 -0.60
C 1.321 0.240 -4.590 -0.036 -0.051 -0.005 -0.76
C 0.263 -0.582 -4.959 0.039 0.025 -0.015 -0.83
C -0.257 -1.488 -4.049 -0.012 0.003 0.000 -0.54
C 0.268 -1.564 -2.767 -0.042 -0.054 0.012 -0.63
P 0.013 -1.407 1.202 0.077 0.010 0.295 0.31
C -0.964 -2.876 1.623 -0.013 -0.080 -0.118 0.84
C -0.905 -3.491 2.870 -0.013 0.066 0.015 -1.04
C -1.676 -4.616 3.131 0.009 0.023 0.006 -0.77
C -2.500 -5.142 2.151 -0.021 -0.016 -0.026 -0.82
C -2.557 -4.545 0.898 0.002 -0.009 0.059 -1.04
C -1.797 -3.418 0.643 0.004 0.017 -0.068 0.13
C 0.821 -0.957 2.774 0.003 -0.241 -0.026 0.92
C 0.053 -0.253 3.700 -0.087 0.087 0.046 -0.61
C 0.611 0.157 4.900 0.006 -0.004 -0.044 -0.61
C 1.942 -0.121 5.178 -0.001 0.004 0.011 -0.93
C 2.713 -0.815 4.257 0.010 0.021 0.051 -0.67
C 2.155 -1.235 3.060 -0.057 0.035 -0.034 -0.98
H 6.516 -5.645 1.505 -0.011 -0.047 0.041 0.40
H 5.581 -4.155 1.384 -0.058 0.017 0.031 0.12
H 5.848 -5.163 -0.054 -0.012 -0.014 -0.043 0.23
H 2.128 -6.028 0.325 0.008 -0.034 0.053 0.43
H 3.392 -5.367 -0.695 0.020 -0.001 -0.007 0.38
H 3.496 -3.326 0.768 0.029 -0.002 0.001 -0.53
H 2.229 -4.004 1.783 -0.036 0.008 0.003 0.34
H 0.665 -3.979 -0.163 0.068 0.009 0.033 0.68
H 1.944 -3.386 -1.203 0.033 -0.005 0.047 0.62
H 3.687 -1.887 -2.603 -0.042 -0.015 -0.049 0.45
H 6.070 -2.469 -2.460 0.024 -0.015 -0.030 0.47
H 7.385 -1.829 -0.469 0.048 -0.010 0.009 0.44
H 6.303 -0.597 1.380 0.032 0.011 0.046 0.50
H 3.916 -0.033 1.255 -0.021 0.035 -0.010 0.44
H 2.671 0.808 -3.035 0.047 0.023 0.042 0.57
H 1.736 0.941 -5.300 0.021 0.035 -0.048 0.48
H -0.148 -0.520 -5.956 -0.025 0.005 -0.050 0.43
H -1.073 -2.137 -4.338 -0.035 -0.031 -0.008 0.49
H -0.151 -2.268 -2.056 0.003 0.008 0.014 0.12
H -0.266 -3.091 3.646 0.033 0.019 0.004 0.48
H -1.627 -5.081 4.105 0.004 -0.030 0.050 0.45
H -3.096 -6.019 2.360 -0.030 -0.043 0.006 0.42
H -3.191 -4.959 0.126 -0.025 -0.016 -0.035 0.49
H -1.834 -2.972 -0.345 0.020 0.036 -0.023 0.30
H -0.983 -0.018 3.479 0.001 -0.002 -0.027 0.34
H 0.009 0.703 5.611 -0.021 0.025 0.040 0.49
H 2.378 0.203 6.112 0.012 0.011 0.029 0.38
H 3.749 -1.037 4.477 0.036 -0.011 -0.005 0.48
H 2.758 -1.771 2.344 0.041 -0.093 -0.055 0.64
```
Positions in Å, forces in eV/Å.

Values from the calculation:
Net charge: +1
LUMO level in eV: -2.92
E_HOMO in eV: -9.9
HOMO-LUMO gap in eV: 6.99
ΔE to the lowest compared entry with this formula, charge and spin in eV: 0.681

Record 2
A 2-piece molecular cluster, C2H4INO overall. Source: the Open Molecules 2025 dataset; level of theory: ωB97M-V with the def2-TZVPD basis set.

The geometry in XYZ format:
```
9
Properties=species:S:1:pos:R:3:forces:R:3:nbo_charge:R:1
C 0.162 0.618 -0.800 -0.696 -2.291 3.287 0.13
C -0.785 -0.393 1.152 1.494 2.144 -3.072 0.12
N -0.292 1.307 -1.647 -1.067 1.738 -1.126 -0.72
O -0.210 -1.536 1.028 -0.734 -1.400 0.453 -0.61
I 2.166 -0.464 -0.813 0.651 -0.155 -0.045 -0.23
H -1.740 -0.141 0.717 -0.480 -0.990 0.259 0.21
H -0.241 0.453 1.486 0.399 0.437 1.268 0.19
H 0.211 1.710 -2.402 0.405 0.155 -0.938 0.38
H 0.728 -1.554 1.280 0.028 0.361 -0.084 0.52
```
Positions in Å, forces in eV/Å.

Values from the calculation:
LUMO level (spin up / spin down) in eV: -0.33 / -0.33
E_HOMO (spin up / spin down) in eV: -7.7 / -7.7
HOMO-LUMO gap (spin up / spin down) in eV: 7.34 / 7.34
ΔE to the lowest compared entry with this formula, charge and spin in eV: 3.013

Record 3
One molecule with the formula C13H16N2O2S. Source: the Open Molecules 2025 dataset; level of theory: ωB97M-V with the def2-TZVPD basis set.

The geometry in XYZ format:
```
34
Properties=species:S:1:pos:R:3:forces:R:3:nbo_charge:R:1
C -0.552 -3.117 0.496 -0.445 -0.398 0.460 -0.63
C -0.133 -1.778 -0.035 0.467 -0.613 -0.368 -0.06
C 1.061 -1.675 -0.744 -0.337 0.445 0.295 -0.28
C 1.512 -0.464 -1.253 -1.206 -0.044 0.072 0.36
O 2.737 -0.450 -1.848 0.212 1.119 -0.552 -0.69
C 0.641 0.661 -1.239 -0.113 -0.260 0.312 -0.08
C 0.927 1.978 -1.953 0.184 -0.261 -0.339 -0.23
C 0.816 1.775 -3.481 -0.105 0.554 0.383 -0.60
C 2.295 2.561 -1.590 -0.483 0.634 -0.090 -0.60
C -0.582 0.530 -0.533 1.114 -0.545 -0.204 -0.24
C -0.924 -0.643 0.140 1.279 0.630 -0.948 0.17
N -2.041 -0.694 0.941 -0.723 -0.250 1.582 -0.50
C -1.941 -0.359 2.176 -0.688 -0.411 -2.683 0.46
C -0.787 0.315 2.863 0.295 -0.081 0.055 -0.62
S -1.280 0.382 4.626 0.342 0.384 -0.278 0.26
C -2.803 -0.421 4.300 -2.172 -2.914 2.060 0.49
O -3.527 -0.963 5.142 1.185 1.791 -0.897 -0.58
N -3.009 -0.652 2.973 0.878 1.219 0.117 -0.61
H -0.733 -3.040 1.581 0.053 -0.232 -0.289 0.21
H -1.508 -3.458 0.048 0.463 0.249 0.194 0.23
H 0.203 -3.907 0.324 -0.284 0.498 0.049 0.21
H 1.680 -2.553 -0.912 -0.095 -0.037 0.164 0.20
H 3.234 -1.240 -1.638 -0.101 -0.250 0.123 0.48
H 0.137 2.670 -1.606 0.354 -0.151 -0.271 0.20
H 1.671 1.192 -3.834 -0.344 -0.246 -0.030 0.21
H -0.148 1.322 -3.683 0.022 -0.469 -0.329 0.21
H 0.819 2.715 -4.046 0.142 0.058 0.310 0.21
H 2.356 2.575 -0.506 0.364 0.200 0.151 0.20
H 3.119 1.981 -1.999 -0.055 -0.086 0.039 0.22
H 2.367 3.595 -1.986 0.035 -0.493 0.293 0.21
H -1.308 1.333 -0.467 0.253 0.269 -0.146 0.21
H -0.602 1.323 2.422 -0.078 -0.841 0.404 0.27
H 0.099 -0.342 2.730 -0.365 0.637 0.115 0.26
H -3.796 -1.151 2.593 -0.046 -0.104 0.246 0.44
```
Positions in Å, forces in eV/Å.

Values from the calculation:
LUMO level in eV: 0.42
E_HOMO in eV: -8.0
SMILES string: Cc1cc(O)c(C(C)C)cc1/N=C1\CSC(=O)N1
HOMO-LUMO gap in eV: 8.44
ΔE to the lowest compared entry with this formula, charge and spin in eV: 1.141

Record 4
A 4-piece molecular cluster, C14H36NO12P4S overall. Source: the Open Molecules 2025 dataset; level of theory: ωB97M-V with the def2-TZVPD basis set.

The geometry in XYZ format:
```
68
Properties=species:S:1:pos:R:3:forces:R:3:nbo_charge:R:1
S 6.226 -2.221 4.941 2.098 -0.218 0.023 -0.55
P 4.030 -2.182 4.751 -1.740 -0.843 0.183 0.59
C 2.106 -2.290 4.722 -4.617 -0.620 -1.690 -0.28
C 1.404 -3.033 3.519 -2.982 2.537 4.700 -0.23
C -0.148 -3.045 3.683 1.248 0.423 0.536 -0.29
C -0.939 -2.405 4.832 3.542 -0.563 -0.560 -0.03
N -0.261 -1.748 5.891 1.723 -1.562 -3.156 -0.46
C 1.151 -1.707 5.780 0.511 -0.814 -1.298 -0.02
H 6.587 -3.522 5.264 -0.716 0.926 -0.281 0.12
H 4.049 -3.607 5.013 -0.053 -0.241 0.166 -0.18
H 3.977 -1.857 6.157 -0.135 -0.078 0.183 -0.17
H 4.034 -0.773 4.427 0.354 0.393 0.083 -0.17
H 4.117 -2.458 3.311 -0.134 -0.097 0.078 -0.18
H 1.966 -3.489 2.646 -0.880 0.628 1.323 0.23
H -0.756 -3.587 2.870 0.884 0.963 1.353 0.20
H -2.078 -2.485 4.885 2.030 0.190 -0.211 0.23
H 1.684 -1.145 6.636 -0.990 -0.977 -1.416 0.19
C -6.319 -0.924 4.128 -0.183 -0.063 0.541 -0.25
O -5.858 -0.623 2.816 0.339 -0.061 -0.370 -0.83
P -4.529 -1.380 2.324 1.009 -0.099 0.294 2.57
O -3.700 -1.954 3.405 -1.179 0.248 -0.978 -1.09
O -3.791 -0.276 1.436 -0.832 -0.992 -0.064 -0.81
C -3.267 0.848 2.137 0.378 0.716 0.347 -0.28
O -5.062 -2.437 1.248 0.654 0.430 0.547 -0.80
C -5.937 -1.988 0.224 -0.407 0.118 -0.400 -0.25
H -5.669 -0.446 4.862 -0.036 -0.167 0.011 0.20
H -7.330 -0.530 4.239 0.094 0.032 -0.198 0.18
H -6.340 -2.004 4.295 0.054 0.110 0.075 0.19
H -2.692 0.529 3.009 -0.033 -0.037 -0.076 0.21
H -4.086 1.499 2.454 0.005 -0.047 0.014 0.17
H -2.612 1.404 1.466 -0.064 -0.189 -0.027 0.23
H -5.712 -0.964 -0.081 0.008 -0.070 0.046 0.19
H -6.968 -2.045 0.577 0.030 0.060 -0.020 0.18
H -5.823 -2.642 -0.641 0.097 -0.010 0.173 0.19
C 0.794 0.437 -0.791 -0.338 -0.673 0.047 -0.25
O 1.347 1.746 -0.883 -0.148 0.807 0.145 -0.83
P 0.661 2.883 0.019 -0.325 -0.238 0.452 2.57
O -0.703 2.562 0.495 1.151 0.236 -0.288 -1.10
O 0.755 4.186 -0.905 0.399 -0.352 0.685 -0.81
C -0.055 4.185 -2.072 -0.311 -0.083 -0.601 -0.26
O 1.729 3.159 1.173 -1.114 0.213 -0.601 -0.80
C 3.084 3.387 0.813 0.707 -0.015 -0.086 -0.25
H -0.159 0.408 -1.322 0.048 -0.052 0.102 0.19
H 1.481 -0.268 -1.259 0.069 0.234 0.020 0.19
H 0.649 0.150 0.253 -0.028 -0.028 -0.118 0.20
H -1.079 3.888 -1.833 0.073 -0.004 0.014 0.20
H 0.363 3.499 -2.812 -0.078 -0.007 0.009 0.20
H -0.069 5.192 -2.490 0.120 -0.036 0.186 0.19
H 3.168 3.908 -0.143 -0.052 -0.035 0.056 0.18
H 3.610 2.432 0.755 -0.029 0.056 -0.020 0.20
H 3.551 4.000 1.585 -0.199 -0.090 0.000 0.20
C 2.630 -0.910 -4.842 0.139 -0.419 0.555 -0.25
O 2.389 -0.140 -6.017 -0.459 0.467 -0.358 -0.83
P 1.286 1.020 -5.909 -0.562 0.078 0.735 2.56
O 0.345 0.885 -4.772 1.072 0.246 -1.014 -1.09
O 0.593 0.995 -7.352 0.672 0.452 0.453 -0.81
C -0.191 -0.151 -7.654 -0.320 -0.533 -0.116 -0.26
O 2.143 2.369 -5.922 -0.999 -0.595 0.040 -0.80
C 3.132 2.542 -6.927 0.547 0.113 -0.381 -0.25
H 1.798 -1.596 -4.678 0.062 0.100 0.113 0.19
H 3.543 -1.488 -4.987 -0.073 0.147 -0.165 0.19
H 2.756 -0.262 -3.972 -0.069 -0.111 -0.039 0.20
H -0.878 -0.378 -6.835 0.063 0.036 -0.027 0.20
H 0.461 -1.008 -7.837 -0.046 0.012 0.021 0.18
H -0.772 0.051 -8.555 0.143 0.141 0.083 0.19
H 2.841 2.072 -7.868 -0.004 0.020 0.084 0.19
H 4.077 2.117 -6.583 -0.053 -0.018 -0.052 0.19
H 3.269 3.611 -7.099 -0.130 -0.096 0.136 0.19
```
Positions in Å, forces in eV/Å.

Values from the calculation:
Net charge: -1
LUMO level in eV: 1.81
E_HOMO in eV: -3.9
HOMO-LUMO gap in eV: 5.68

Number 1: F_max 0.7 eV/A. Number 2: F_max 4.1 eV/A. Number 3: F_max 4.2 eV/A. Number 4: F_max 6.1 eV/A.